No. 1
The following is a quantum chemistry calculation of a molecular structure, C43H35N5O3PV, from the OMol25 dataset.

Output
Charge: -1
Spin multiplicity: 2
Kohn-Sham gap (alpha / beta) (eV): 4.6 / 4.8
E_HOMO (alpha / beta) (eV): -2.047 / -2.241

Last column: Mulliken charge in e.
Cartesian coordinates (Å):
V (0.763, 0.427, 0.348)  -0.003
C (-1.036, 1.976, 3.810)  -0.668
O (-1.995, 0.922, 3.959)  -0.560
C (-1.557, -0.356, 3.721)  0.133
C (-1.937, -1.327, 4.623)  -0.549
C (-1.528, -2.652, 4.441)  -0.775
C (-0.714, -2.973, 3.373)  -0.874
C (-0.315, -2.001, 2.438)  1.212
C (0.570, -2.380, 1.360)  -1.283
N (1.083, -1.516, 0.515)  1.834
N (2.051, -2.023, -0.366)  -1.321
C (2.571, -1.037, -1.030)  -0.010
O (2.167, 0.193, -0.896)  -0.778
C (3.750, -1.313, -1.889)  0.320
C (4.109, -2.610, -2.242)  -0.323
C (5.227, -2.835, -3.034)  -0.685
C (6.000, -1.767, -3.481)  -0.364
C (5.642, -0.472, -3.131)  -0.866
C (4.519, -0.247, -2.340)  -0.161
C (-0.797, -0.674, 2.582)  -0.185
O (-0.604, 0.252, 1.645)  -0.061
H (-1.373, 2.787, 4.454)  0.261
H (-0.965, 2.326, 2.785)  0.154
H (-0.041, 1.652, 4.123)  0.294
H (-2.544, -1.030, 5.473)  0.421
H (-1.831, -3.415, 5.150)  0.360
H (-0.366, -3.993, 3.236)  0.378
H (0.893, -3.411, 1.286)  0.282
H (3.501, -3.431, -1.882)  0.433
H (5.498, -3.850, -3.306)  0.372
H (6.877, -1.945, -4.092)  0.381
H (6.238, 0.367, -3.471)  0.380
H (4.228, 0.756, -2.051)  0.472
N (-1.964, -0.761, -2.542)  0.088
P (-1.755, -0.309, -0.864)  1.189
C (-3.156, 0.871, -0.613)  -0.330
C (-4.412, 0.685, -1.192)  -0.463
C (-5.427, 1.607, -0.991)  -0.721
C (-5.206, 2.729, -0.193)  -0.531
C (-3.969, 2.916, 0.401)  -0.978
C (-2.949, 1.989, 0.191)  0.656
C (-2.501, -1.831, -0.142)  0.114
C (-3.393, -1.810, 0.932)  -0.331
C (-3.859, -2.995, 1.485)  -0.523
C (-3.436, -4.218, 0.979)  -0.540
C (-2.528, -4.252, -0.070)  -0.677
C (-2.055, -3.065, -0.618)  -0.567
C (-0.943, -0.644, -3.481)  0.384
C (-1.023, -1.302, -4.718)  -1.179
C (0.037, -1.192, -5.593)  -0.222
C (1.150, -0.435, -5.244)  -1.026
C (1.124, 0.199, -4.016)  -0.107
N (0.104, 0.112, -3.161)  0.164
H (-2.701, -1.394, -2.797)  0.353
H (-4.607, -0.194, -1.797)  0.299
H (-6.397, 1.450, -1.448)  0.397
H (-6.002, 3.448, -0.034)  0.369
H (-3.790, 3.779, 1.033)  0.450
H (-1.988, 2.118, 0.673)  -0.096
H (-3.713, -0.864, 1.352)  0.228
H (-4.543, -2.960, 2.326)  0.396
H (-3.792, -5.143, 1.421)  0.366
H (-2.173, -5.202, -0.453)  0.397
H (-1.316, -3.096, -1.413)  0.292
H (-1.899, -1.893, -4.964)  0.405
H (0.002, -1.704, -6.548)  0.379
H (2.007, -0.344, -5.898)  0.406
H (1.959, 0.809, -3.680)  0.452
C (-0.099, 4.282, -1.294)  -1.269
C (0.573, 5.142, -0.423)  -0.584
C (1.307, 4.597, 0.611)  -1.039
C (1.360, 3.216, 0.794)  0.771
N (0.637, 2.374, -0.013)  1.853
C (-0.042, 2.931, -1.056)  -0.329
C (2.168, 2.518, 1.794)  0.490
C (3.014, 3.171, 2.700)  -0.868
C (3.767, 2.431, 3.591)  -0.809
C (3.678, 1.033, 3.579)  -0.876
C (2.842, 0.393, 2.678)  -0.467
C (2.060, 1.107, 1.751)  1.200
H (-0.665, 4.657, -2.136)  0.470
H (0.534, 6.216, -0.568)  0.400
H (1.856, 5.238, 1.289)  0.382
H (-0.544, 2.234, -1.710)  0.543
H (3.089, 4.256, 2.714)  0.320
H (4.426, 2.933, 4.291)  0.384
H (4.275, 0.452, 4.278)  0.422
H (2.790, -0.692, 2.693)  0.292

***

No. 2
The following is a quantum chemistry calculation of a molecular structure, C43H36Cl5HgN8O2S3Te, from the OMol25 dataset.

Output
Charge: -2
Spin multiplicity: 2
Kohn-Sham gap (alpha / beta) (eV): 4.0 / 5.6
E_HOMO (alpha / beta) (eV): -0.381 / -1.977

Last column: Mulliken charge in e.
Cartesian coordinates (Å):
Hg (0.380, -0.614, -0.236)  1.648
N (0.104, 1.038, 2.879)  0.214
C (-0.973, 0.204, 2.766)  -0.084
N (-1.728, 0.094, 3.871)  -0.660
C (-2.727, -0.798, 3.756)  0.167
N (-3.493, -0.980, 4.895)  -0.501
N (-3.070, -1.465, 2.687)  -0.684
C (-2.289, -1.228, 1.578)  -0.537
N (-1.156, -0.428, 1.620)  0.570
C (-2.681, -1.789, 0.343)  0.619
C (-3.874, -2.553, 0.184)  -1.152
C (-4.223, -2.991, -1.064)  -0.194
C (-3.389, -2.691, -2.168)  -1.076
C (-2.229, -1.970, -1.926)  -0.039
N (-1.882, -1.527, -0.725)  0.338
H (0.102, 1.695, 3.637)  0.226
H (0.636, 1.243, 2.049)  -0.798
H (-3.050, -0.679, 5.744)  0.268
H (-4.006, -1.843, 4.928)  0.257
H (-4.477, -2.761, 1.056)  0.429
H (-5.135, -3.560, -1.208)  0.374
H (-3.637, -3.016, -3.172)  0.392
H (-1.540, -1.735, -2.732)  0.253
Cl (-1.493, 6.954, 3.199)  -0.247
C (-0.965, 5.577, 2.289)  0.332
C (-1.876, 4.602, 1.876)  0.084
Cl (-3.546, 4.772, 2.299)  -0.233
C (-1.461, 3.502, 1.145)  0.638
Cl (-2.595, 2.270, 0.736)  -0.142
C (-0.095, 3.310, 0.735)  -1.304
O (0.289, 2.324, 0.011)  -0.114
C (0.804, 4.318, 1.216)  0.612
Cl (2.475, 4.158, 0.816)  -0.156
C (0.377, 5.408, 1.966)  0.135
Cl (1.528, 6.586, 2.508)  -0.242
S (1.172, -1.105, -2.522)  -0.099
C (2.281, -2.437, -2.196)  -0.061
C (3.083, -2.847, -3.274)  -0.711
C (3.989, -3.891, -3.171)  -0.595
C (4.132, -4.545, -1.953)  -0.517
C (3.368, -4.143, -0.870)  -0.686
C (2.425, -3.104, -0.950)  0.372
S (1.525, -2.740, 0.515)  -0.547
H (2.969, -2.318, -4.213)  0.346
H (4.581, -4.186, -4.031)  0.320
H (4.846, -5.356, -1.842)  0.311
H (3.479, -4.647, 0.085)  0.341
Te (-0.742, 2.109, -2.506)  0.214
C (-1.393, 2.043, -4.566)  -0.065
C (-2.137, 3.111, -5.074)  -0.375
C (-2.606, 3.103, -6.385)  -0.574
C (-2.330, 2.020, -7.215)  -0.365
C (-1.595, 0.948, -6.720)  -0.677
C (-1.142, 0.956, -5.405)  0.056
C (1.207, 2.681, -3.133)  0.383
C (1.921, 1.996, -4.112)  -0.071
C (3.207, 2.393, -4.452)  -0.708
C (3.804, 3.470, -3.808)  -0.470
C (3.092, 4.167, -2.841)  -0.610
C (1.794, 3.784, -2.522)  -0.494
H (-2.350, 3.959, -4.431)  0.342
H (-3.185, 3.940, -6.760)  0.359
H (-2.699, 2.007, -8.235)  0.341
H (-1.382, 0.099, -7.362)  0.379
H (-0.592, 0.101, -5.020)  0.266
H (1.483, 1.137, -4.599)  0.101
H (3.751, 1.848, -5.214)  0.374
H (4.819, 3.758, -4.055)  0.349
H (3.547, 5.004, -2.324)  0.404
H (1.234, 4.349, -1.790)  0.520
C (6.677, 1.067, 4.676)  -1.058
C (6.616, -0.205, 3.828)  -0.612
C (5.359, -0.278, 2.968)  -0.751
N (4.184, -0.361, 3.821)  0.285
C (2.920, -0.131, 3.387)  0.001
S (2.601, 0.546, 1.913)  -0.294
N (1.851, -0.396, 4.244)  0.471
C (1.804, -0.764, 5.581)  0.264
O (0.992, -0.265, 6.311)  -0.591
C (2.703, -1.854, 6.070)  -0.090
C (3.090, -2.911, 5.253)  0.054
C (3.912, -3.913, 5.749)  -0.707
C (4.346, -3.872, 7.066)  -0.390
C (3.928, -2.840, 7.894)  -0.557
C (3.100, -1.844, 7.399)  -0.448
H (7.594, 1.100, 5.269)  0.352
H (5.831, 1.122, 5.363)  0.259
H (6.646, 1.951, 4.034)  0.283
H (6.660, -1.087, 4.481)  0.310
H (7.481, -0.247, 3.164)  0.386
H (5.402, -1.137, 2.295)  0.292
H (5.264, 0.610, 2.348)  0.408
H (4.311, -0.829, 4.696)  0.247
H (0.994, 0.065, 3.922)  0.060
H (2.728, -2.954, 4.230)  0.628
H (4.216, -4.725, 5.101)  0.435
H (4.993, -4.651, 7.450)  0.391
H (4.248, -2.812, 8.928)  0.382
H (2.759, -1.031, 8.030)  0.442

***

Number 1: calculated total energy -93731.2496 eV. Number 2: calculated total energy -167781.6465 eV.